No. 1
{
  "formula": "C17H20N4O2S",
  "method": "wB97M-V/def2-TZVPD",
  "elements": ["C", "C", "O", "C", "C", "C", "C", "N", "C", "C", "O", "N", "N", "C", "S", "N", "C", "C", "C", "C", "C", "C", "C", "C", "H", "H", "H", "H", "H", "H", "H", "H", "H", "H", "H", "H", "H", "H", "H", "H", "H", "H", "H", "H"],
  "coordinates": [[-0.269384, -4.255688, -1.793245], [-0.819237, -2.870583, -1.494148], [-0.045556, -1.936382, -2.218998], [-0.256495, -0.609539, -2.007023], [0.630098, 0.264806, -2.641441], [0.533748, 1.624151, -2.456266], [-0.462118, 2.173488, -1.642980], [-0.544304, 3.559738, -1.509187], [-1.130339, 4.137031, -0.319801], [-0.415037, 3.615229, 0.932639], [0.782406, 3.673365, 1.076714], [-1.237573, 2.990921, 1.825005], [-0.792260, 2.355671, 2.975122], [-0.085525, 1.178892, 2.993809], [0.356679, 0.606877, 4.471715], [0.143019, 0.589016, 1.803890], [0.787246, -0.636228, 1.571417], [1.654386, -0.723643, 0.486414], [2.271251, -1.922900, 0.188113], [2.030033, -3.041491, 0.969143], [1.166095, -2.953784, 2.047398], [0.538744, -1.758730, 2.351544], [-1.365688, 1.300417, -1.045120], [-1.265208, -0.072372, -1.219947], [-0.325069, -4.455651, -2.859708], [-0.844183, -5.004956, -1.256823], [0.769472, -4.310779, -1.481228], [-0.748472, -2.662225, -0.417437], [-1.873463, -2.805926, -1.800223], [1.403974, -0.154106, -3.264418], [1.239570, 2.282686, -2.941524], [0.318270, 4.013783, -1.779106], [-2.200359, 3.917291, -0.291576], [-1.000356, 5.220117, -0.368744], [-2.237952, 2.958885, 1.670532], [-0.732649, 2.900703, 3.827229], [0.053905, 1.167140, 0.975250], [1.843873, 0.153728, -0.114616], [2.940844, -1.981869, -0.656422], [2.515511, -3.978333, 0.739532], [0.971607, -3.823581, 2.656862], [-0.136350, -1.694671, 3.188824], [-2.179517, 1.676875, -0.444749], [-1.983640, -0.707371, -0.726421]],
  "atomic_forces_ev_per_a": [[-0.081, 0.459, -0.006], [-0.158, -0.348, 0.229], [0.180, 0.190, -0.198], [-0.120, 0.120, -0.051], [-0.140, -0.136, 0.064], [-0.036, -0.062, 0.074], [-0.126, -0.302, 0.037], [0.075, 0.514, -0.195], [0.229, -0.158, -0.081], [-0.041, 0.064, -0.020], [0.130, 0.033, -0.082], [-0.338, -0.375, 0.555], [-0.141, 0.587, -0.388], [-0.073, -0.151, -0.081], [0.237, -0.107, 0.557], [-0.256, 0.695, -0.176], [0.252, -0.427, 0.013], [-0.074, 0.116, 0.229], [-0.012, -0.074, -0.011], [0.095, -0.081, -0.050], [-0.019, -0.005, -0.028], [-0.108, 0.006, -0.034], [0.100, 0.361, -0.124], [0.108, -0.437, -0.156], [-0.017, -0.075, -0.103], [-0.051, -0.103, 0.051], [0.097, -0.052, 0.046], [-0.017, 0.049, -0.095], [0.098, 0.059, 0.069], [0.124, -0.052, -0.080], [0.091, 0.066, -0.071], [-0.129, -0.020, 0.126], [0.005, 0.088, 0.041], [-0.066, -0.107, 0.062], [0.284, -0.059, -0.032], [0.009, -0.110, -0.235], [-0.094, -0.064, 0.129], [0.007, 0.111, -0.047], [0.056, -0.007, -0.090], [0.053, -0.080, -0.021], [-0.016, -0.073, 0.060], [-0.030, 0.008, 0.016], [-0.055, 0.039, 0.051], [-0.032, -0.100, 0.047]],
  "relative_energy_kcal_mol": 48.3,
  "total_charge": 0,
  "smiles": "CCOc1ccc(NCC(=O)NNC(=S)Nc2ccccc2)cc1",
  "max_force_ev_per_a": 0.8,
  "e_homo_ev": -7.864,
  "e_tot_ha": -1427.49989,
  "gap_ha": 0.3062
}


No. 2
{
  "formula": "C17H20N4O3PW",
  "method": "wB97M-V/def2-TZVPD",
  "elements": ["W", "O", "C", "N", "C", "O", "C", "C", "C", "C", "C", "N", "C", "C", "C", "C", "C", "N", "H", "H", "H", "H", "H", "H", "H", "H", "C", "P", "C", "C", "O", "H", "H", "H", "H", "H", "H", "H", "H", "H", "C", "C", "N", "H", "H", "H"],
  "coordinates": [[-0.497592, 0.244276, -0.256314], [0.248779, 2.386560, 3.087352], [-0.250086, 1.672940, 2.289618], [0.148710, 1.625792, 0.881577], [1.011968, 2.675477, 0.320589], [1.296747, 3.665292, 0.896440], [1.431760, 2.332653, -1.083326], [2.306327, 3.128170, -1.788558], [2.677343, 2.721563, -3.067946], [2.162829, 1.538420, -3.580125], [1.282594, 0.791307, -2.814739], [0.915157, 1.187966, -1.586975], [-1.326791, 0.678412, 2.578204], [-1.934411, 0.616908, 3.812675], [-2.914071, -0.350621, 4.014963], [-3.230343, -1.221658, 2.982065], [-2.571781, -1.105919, 1.769952], [-1.637002, -0.161489, 1.565867], [2.685172, 4.034907, -1.334926], [3.364044, 3.319869, -3.652407], [2.432710, 1.189640, -4.567407], [0.853563, -0.132492, -3.182377], [-1.638862, 1.315358, 4.584791], [-3.420369, -0.424113, 4.968566], [-3.982978, -1.988298, 3.105007], [-2.795920, -1.768433, 0.942887], [2.963087, -2.518505, -0.970393], [1.571607, -2.387367, 0.115455], [1.979898, -1.474246, 1.580150], [0.893978, -3.978883, 0.493355], [0.450293, -1.465702, -0.567357], [3.728484, -3.118346, -0.470731], [3.368489, -1.528836, -1.184206], [2.683426, -3.016104, -1.899615], [2.948134, -1.697734, 2.027148], [1.212100, -1.666523, 2.335008], [1.919384, -0.431945, 1.263867], [1.625263, -4.543200, 1.077965], [0.684317, -4.527140, -0.426125], [-0.018984, -3.866780, 1.078719], [-4.157580, 1.517569, -2.828475], [-3.024246, 1.096984, -2.039628], [-2.116939, 0.761903, -1.410217], [-4.850463, 0.679930, -2.939170], [-3.815620, 1.853790, -3.809353], [-4.662127, 2.338648, -2.311850]],
  "atomic_forces_ev_per_a": [[0.073, -0.749, -0.416], [-0.019, -0.012, 0.062], [0.132, 0.175, -0.086], [0.117, 0.125, -0.044], [-0.096, -0.008, 0.019], [0.059, -0.005, -0.073], [0.050, -0.004, 0.092], [-0.039, -0.032, 0.065], [-0.015, -0.021, 0.002], [-0.035, -0.049, 0.007], [0.033, 0.114, -0.088], [-0.035, 0.046, 0.129], [-0.091, -0.084, 0.135], [0.065, 0.029, -0.079], [-0.016, -0.015, 0.011], [0.003, -0.033, -0.063], [-0.049, 0.054, 0.079], [0.153, -0.119, -0.314], [-0.003, -0.001, 0.002], [0.001, 0.003, -0.007], [0.012, 0.015, -0.002], [0.008, 0.006, 0.002], [-0.002, 0.001, 0.000], [-0.004, 0.000, 0.006], [-0.001, 0.005, 0.011], [0.008, 0.012, 0.002], [0.020, -0.008, -0.068], [-0.328, 0.200, -0.243], [-0.161, -0.045, 0.349], [-0.041, -0.051, -0.085], [-0.036, 0.211, 0.463], [0.027, 0.010, -0.019], [0.030, -0.016, 0.010], [-0.021, -0.002, -0.002], [0.058, 0.006, -0.157], [0.010, 0.059, -0.005], [0.383, 0.143, 0.300], [0.011, 0.002, -0.002], [-0.032, -0.010, 0.014], [0.010, -0.029, 0.006], [0.077, -0.022, 0.051], [-0.037, 0.020, -0.038], [-0.301, 0.092, -0.036], [0.010, -0.009, 0.002], [0.003, -0.004, -0.001], [0.012, 0.000, 0.011]],
  "spin_multiplicity": 3,
  "relative_energy_kcal_mol": 6.1,
  "total_charge": 3,
  "max_force_ev_per_a": 0.9,
  "e_homo_ev": [-18.310, -19.241],
  "e_tot_ha": -1512.12865,
  "gap_ha": [0.2776, 0.3018]
}


No. 3
{
  "formula": "C17H20N5O2RhS3Te",
  "method": "wB97M-V/def2-TZVPD",
  "elements": ["Rh", "C", "C", "N", "N", "C", "N", "S", "C", "C", "C", "C", "C", "N", "H", "H", "H", "H", "H", "H", "H", "H", "H", "Te", "C", "C", "C", "C", "S", "H", "H", "H", "O", "C", "N", "O", "S", "C", "C", "C", "C", "H", "H", "H", "H", "H", "H", "H", "H"],
  "coordinates": [[-0.785368, 0.557756, 0.850948], [3.223560, 1.307297, 2.161564], [1.801541, 1.305226, 1.707337], [1.087597, 0.260826, 1.499248], [1.547580, -0.957158, 1.936729], [0.546155, -1.725696, 2.300077], [0.883114, -2.933135, 2.822020], [-1.134605, -1.307962, 2.291205], [1.021170, 2.552589, 1.601577], [1.552548, 3.810758, 1.798431], [0.709694, 4.911800, 1.770761], [-0.642922, 4.724195, 1.550626], [-1.116006, 3.440350, 1.354777], [-0.294889, 2.390977, 1.384295], [3.559498, 0.289522, 2.320253], [3.339222, 1.870549, 3.090317], [3.845616, 1.776854, 1.398549], [1.810377, -3.274153, 2.631363], [0.148309, -3.611105, 2.917830], [2.614210, 3.917303, 1.970967], [1.107813, 5.907084, 1.918945], [-1.329107, 5.558043, 1.510309], [-2.153759, 3.218210, 1.151278], [-0.144068, 1.594144, -1.558071], [1.843554, 0.973195, -1.627558], [2.332108, -0.295537, -1.764594], [3.756486, -0.346594, -1.805351], [4.326147, 0.888421, -1.711563], [3.134103, 2.104132, -1.566206], [1.686247, -1.162271, -1.809043], [4.326337, -1.259871, -1.908159], [5.374796, 1.142769, -1.736699], [-4.785034, 0.771380, -0.756537], [-3.740311, 0.862156, -0.179356], [-2.712857, 0.974520, 0.395074], [-0.996099, -1.355885, -0.632391], [-2.041008, -1.312505, -1.737859], [-1.564080, -2.655793, -2.861437], [-2.742670, -3.621643, -2.948570], [-3.317375, -3.680730, -1.534964], [-3.476934, -2.227084, -1.107970], [-0.697962, -3.107280, -2.373890], [-1.262628, -2.221127, -3.813139], [-2.423210, -4.598957, -3.311303], [-3.493781, -3.238620, -3.643615], [-2.613326, -4.186743, -0.870033], [-4.264455, -4.218542, -1.493939], [-3.490376, -2.058221, -0.032042], [-4.354949, -1.753433, -1.550208]],
  "atomic_forces_ev_per_a": [[0.506, -0.400, -2.119], [-0.136, -0.022, 0.093], [0.011, 0.803, -0.031], [-0.311, -0.564, 0.583], [-0.172, 0.041, -0.459], [0.198, 0.073, -0.027], [-0.064, -0.163, -0.072], [-0.139, 0.173, 0.725], [0.565, -0.322, -0.017], [0.027, 0.399, 0.061], [0.263, -0.032, 0.041], [-0.104, -0.087, -0.046], [-0.031, 0.130, 0.095], [-0.372, -0.177, 0.423], [0.015, -0.057, -0.018], [-0.032, -0.018, -0.018], [0.017, 0.016, -0.037], [0.016, 0.033, 0.021], [0.017, -0.007, 0.018], [-0.019, 0.029, -0.026], [0.009, -0.021, -0.012], [-0.007, -0.029, 0.020], [0.014, -0.025, -0.005], [-0.228, -0.002, 0.406], [0.089, -0.029, -0.064], [0.142, -0.081, 0.077], [-0.133, -0.004, 0.020], [-0.002, -0.029, -0.013], [0.022, 0.140, 0.040], [0.015, 0.017, 0.003], [-0.016, 0.019, 0.008], [-0.029, -0.033, -0.002], [0.250, 0.000, 0.213], [-0.341, 0.035, -0.290], [-0.148, 0.027, 0.014], [0.119, 0.077, 0.109], [-0.044, 0.198, 0.315], [0.032, -0.046, -0.101], [0.050, 0.010, 0.071], [0.018, 0.035, 0.007], [-0.074, -0.098, -0.002], [-0.013, -0.008, -0.020], [0.021, -0.025, 0.009], [0.018, 0.014, -0.017], [-0.003, -0.012, 0.007], [-0.009, -0.002, -0.006], [-0.010, 0.014, 0.011], [0.004, 0.024, -0.006], [-0.003, -0.018, 0.019]],
  "relative_energy_kcal_mol": 10.0,
  "total_charge": 0,
  "max_force_ev_per_a": 2.2,
  "e_homo_ev": -7.349,
  "e_tot_ha": -2657.21135,
  "gap_ha": 0.2516
}


No. 4
{
  "formula": "C17H20N6O2S",
  "method": "wB97M-V/def2-TZVPD",
  "elements": ["C", "C", "C", "C", "C", "N", "N", "C", "N", "C", "O", "C", "C", "C", "O", "N", "C", "C", "C", "C", "C", "N", "N", "C", "C", "S", "H", "H", "H", "H", "H", "H", "H", "H", "H", "H", "H", "H", "H", "H", "H", "H", "H", "H", "H", "H"],
  "coordinates": [[-3.151927, -3.151609, -0.166059], [-1.908147, -2.267772, -0.124159], [-0.998521, -2.687562, 1.025311], [-1.177122, -2.355401, -1.480197], [-0.199755, -1.261498, -1.655785], [-0.459142, -0.136850, -2.211411], [0.549701, 0.715877, -2.245820], [1.634848, 0.260535, -1.704101], [2.755752, 1.051208, -1.689897], [3.899614, 1.107934, -0.927422], [4.613069, 2.079568, -1.044091], [4.206578, -0.008334, 0.039825], [3.788214, 0.386175, 1.469754], [2.275283, 0.306250, 1.615134], [1.722360, -0.695262, 2.012002], [1.629486, 1.434063, 1.210324], [0.244037, 1.583057, 1.008767], [-0.677069, 0.836553, 1.767169], [-2.027713, 0.932576, 1.542200], [-2.478707, 1.788059, 0.535596], [-3.731806, 2.150465, -0.023356], [-3.577620, 3.022965, -0.984521], [-2.265748, 3.274925, -1.090964], [-1.540572, 2.550783, -0.204393], [-0.174564, 2.470594, 0.033908], [1.466986, -1.369457, -1.089160], [-3.678599, -3.102608, 0.783750], [-3.831365, -2.827701, -0.950941], [-2.876604, -4.187876, -0.351477], [-2.218422, -1.227888, 0.023232], [-0.124130, -2.047549, 1.107006], [-1.538339, -2.628732, 1.967168], [-0.663469, -3.714291, 0.889150], [-0.675036, -3.321438, -1.559364], [-1.910259, -2.265606, -2.284088], [2.637767, 1.871495, -2.280397], [5.289642, -0.144594, 0.025072], [3.729124, -0.944608, -0.244301], [4.159316, 1.386269, 1.698904], [4.224070, -0.327383, 2.169374], [2.195148, 2.182075, 0.832199], [-0.300982, 0.175807, 2.528977], [-2.726450, 0.360005, 2.132430], [-4.708622, 1.802038, 0.246127], [-1.930550, 3.887287, -1.815597], [0.530233, 3.057461, -0.535880]],
  "atomic_forces_ev_per_a": [[0.141, 0.259, 0.010], [-0.031, -0.302, -0.066], [-0.095, 0.260, -0.155], [-0.377, -0.003, 0.342], [0.817, -0.253, 0.176], [-1.337, -0.630, -0.250], [1.279, 1.071, -0.115], [-0.391, -1.157, 0.358], [0.266, 0.630, -0.534], [-0.114, -0.219, -0.103], [0.225, 0.120, 0.147], [0.130, 0.105, 0.125], [-0.098, -0.193, -0.020], [0.489, 0.194, 0.179], [-0.035, -0.255, 0.145], [0.067, 0.400, -0.050], [-0.362, 0.153, -0.275], [-0.066, -0.214, 0.255], [0.106, 0.198, -0.115], [0.454, 0.285, -0.275], [0.183, 0.110, -0.099], [-0.657, 0.166, -0.277], [0.287, 0.014, 0.015], [-0.301, -0.356, 0.493], [0.147, -0.078, 0.257], [-0.480, 0.711, -0.571], [-0.099, -0.052, 0.101], [-0.111, -0.015, -0.091], [0.004, -0.166, -0.019], [0.045, -0.067, -0.059], [0.090, 0.045, 0.092], [-0.028, -0.019, 0.164], [0.027, -0.182, -0.004], [-0.070, -0.082, -0.066], [0.095, -0.033, -0.046], [0.079, -0.111, 0.128], [-0.109, 0.009, -0.098], [0.141, -0.017, 0.047], [0.047, -0.016, -0.005], [-0.088, 0.097, -0.004], [0.001, -0.137, 0.135], [0.002, -0.030, 0.031], [-0.043, -0.093, 0.092], [-0.248, -0.038, 0.011], [-0.100, -0.100, 0.081], [0.120, -0.008, -0.087]],
  "relative_energy_kcal_mol": 0.0,
  "total_charge": 0,
  "smiles": "CC(C)Cc1nnc(NC(=O)CCC(=O)Nc2ccc3cn[nH]c3c2)s1",
  "max_force_ev_per_a": 1.7,
  "e_homo_ev": -8.320,
  "e_tot_ha": -1537.04758,
  "gap_ha": 0.3213
}